Computed, not measured: a cluster of 10 separate species, C39H63F7O30 in total at a distorted geometry, with the ωB97M-V functional and the def2-TZVPD basis.

```
! wB97M-V def2-TZVPD RIJCOSX def2/J DEFGRID3
* xyz 0 1
O -3.64 -3.31 1.43
C -3.37 -3.13 0.28
O -2.12 -3.33 -0.30
C -2.03 -2.56 -1.54
C -3.49 -2.61 -1.95
F -3.84 -3.66 -2.70
O -4.18 -2.67 -0.68
H -1.68 -1.55 -1.24
H -1.28 -3.01 -2.22
H -3.98 -1.73 -2.45
O -1.15 -2.92 -4.37
C -0.86 -4.09 -4.21
O -1.43 -4.91 -3.40
C -0.73 -6.19 -3.41
C 0.36 -5.94 -4.43
F 0.33 -6.87 -5.48
O 0.15 -4.67 -4.92
H -0.28 -6.28 -2.37
H -1.54 -6.88 -3.63
H 1.40 -5.98 -4.04
O 2.19 -5.21 -2.03
C 2.65 -4.36 -1.37
O 2.12 -3.14 -1.23
C 3.10 -2.23 -0.82
C 4.24 -3.15 -0.38
F 4.21 -3.19 1.01
O 3.87 -4.39 -0.83
H 3.43 -1.53 -1.56
H 2.63 -1.74 0.07
H 5.34 -2.91 -0.64
O -0.67 0.13 -7.75
C -0.72 0.37 -6.56
O -0.26 1.49 -5.99
C -0.22 1.33 -4.59
C -1.14 0.15 -4.42
F -2.37 0.61 -3.93
O -1.34 -0.39 -5.65
H 0.76 1.20 -4.16
H -0.65 2.27 -4.23
H -0.80 -0.61 -3.68
O 2.94 -0.70 -4.00
C 2.85 -0.65 -5.20
O 1.73 -0.48 -5.94
C 2.10 -0.69 -7.32
C 3.57 -0.76 -7.32
F 4.23 0.36 -7.83
O 3.90 -0.88 -5.97
H 1.60 -1.59 -7.53
H 1.75 0.15 -7.89
H 3.96 -1.63 -7.87
O 0.45 -0.45 2.43
C 0.15 0.25 1.52
O 0.63 1.51 1.24
C -0.18 2.18 0.27
C -0.86 0.99 -0.44
F -0.12 0.66 -1.55
O -0.69 -0.08 0.43
H -0.95 2.78 0.84
H 0.43 2.81 -0.34
H -1.94 1.14 -0.67
O 5.65 -0.65 -0.27
C 5.33 0.33 0.37
O 6.09 0.85 1.40
C 5.40 1.95 1.93
C 4.26 2.24 0.97
F 4.37 3.32 0.12
O 4.21 1.05 0.18
H 4.99 1.72 2.85
H 6.08 2.78 1.93
H 3.29 2.33 1.46
C -3.41 3.63 0.27
O -3.65 2.76 -0.80
C -5.11 2.42 -0.98
C -5.23 2.10 -2.46
O -6.48 1.56 -2.65
C -6.79 1.38 -3.99
C -8.16 0.72 -4.00
O -8.07 -0.65 -3.64
C -8.26 -0.90 -2.26
H -4.15 4.37 0.59
H -2.63 4.20 -0.21
H -2.99 3.07 1.15
H -5.67 3.29 -0.65
H -5.31 1.60 -0.30
H -4.47 1.41 -2.76
H -5.18 2.96 -3.11
H -6.07 0.76 -4.54
H -6.83 2.36 -4.47
H -8.57 0.64 -5.04
H -8.93 1.21 -3.44
H -9.28 -0.49 -2.00
H -7.50 -0.48 -1.65
H -8.22 -1.97 -2.21
C 2.64 0.54 4.52
O 3.37 -0.22 3.52
C 3.23 -1.60 3.74
C 3.76 -2.10 5.03
O 5.17 -1.88 5.07
C 5.88 -2.56 6.07
C 5.86 -1.92 7.47
O 4.71 -2.40 8.14
C 4.39 -1.70 9.35
H 3.06 0.38 5.47
H 1.54 0.26 4.57
H 2.75 1.57 4.35
H 3.75 -2.13 3.01
H 2.15 -1.86 3.77
H 3.61 -3.17 5.12
H 3.27 -1.65 5.92
H 6.87 -2.47 5.63
H 5.63 -3.68 6.11
H 5.77 -0.85 7.32
H 6.72 -2.15 8.04
H 4.28 -0.63 9.29
H 5.17 -1.97 10.09
H 3.45 -2.07 9.66
C -0.52 6.94 0.43
O -0.16 5.71 0.89
C -0.07 5.80 2.30
C 0.34 4.51 2.90
O -0.61 3.45 2.89
C -0.57 2.58 3.99
C -1.57 1.41 3.94
O -2.83 1.88 4.35
C -3.63 0.78 4.81
H 0.17 7.66 0.91
H -1.51 7.24 0.73
H -0.39 7.01 -0.66
H -1.02 6.19 2.76
H 0.77 6.49 2.58
H 0.57 4.66 3.95
H 1.28 4.24 2.43
H -0.82 3.14 4.94
H 0.41 2.19 4.07
H -1.29 0.57 4.53
H -1.48 1.08 2.83
H -3.51 -0.10 4.17
H -4.67 1.11 4.88
H -3.21 0.48 5.80
*
```

## Properties
**Structure (SMILES)**: O=C1OC[C@@H](F)O1.O=C1OC[C@@H](F)O1.O=C1OC[C@@H](F)O1.O=C1OC[C@@H](F)O1.O=C1OC[C@@H](F)O1.O=C1OC[C@@H](F)O1.O=C1OC[C@@H](F)O1.COCCOCCOC.COCCOCCOC.COCCOCCOC

Computed, not measured: a cluster of 9 separate species, C39H65NO18P in total at a distorted geometry, with the ωB97M-V functional and the def2-TZVPD basis.

```
! wB97M-V def2-TZVPD RIJCOSX def2/J DEFGRID3
* xyz 1 1
C -4.22 0.40 -0.49
C -3.42 0.89 -1.84
C -1.77 1.07 -1.61
N -1.57 2.53 -1.25
P 0.14 3.05 -1.51
C 1.28 1.89 -0.52
C 2.75 2.58 -0.15
C 0.19 4.90 -0.90
C -0.11 5.04 0.71
O 0.71 5.86 1.42
O -1.15 4.31 1.47
H -5.39 0.63 -0.56
H -4.10 -0.76 -0.36
H -3.83 0.99 0.46
H -3.91 1.93 -2.15
H -3.63 0.14 -2.75
H -1.43 0.38 -0.69
H -1.17 0.74 -2.57
H -2.14 3.17 -1.83
H 0.54 3.04 -2.90
H 0.75 1.47 0.46
H 1.54 0.94 -1.20
H 3.18 3.00 -1.17
H 3.49 1.72 0.19
H 2.64 3.41 0.69
H 1.26 5.31 -1.11
H -0.64 5.45 -1.55
H -0.87 4.39 2.44
O -7.53 -1.96 -2.36
C -7.19 -2.47 -1.31
O -7.36 -1.90 -0.08
C -6.75 -2.73 0.91
C -6.69 -4.10 0.29
C -6.50 -3.80 -1.17
H -5.76 -2.33 1.14
H -7.36 -2.72 1.82
H -5.89 -4.73 0.71
H -7.64 -4.62 0.44
H -5.44 -3.68 -1.43
H -6.97 -4.55 -1.81
O -4.01 -1.25 4.62
C -3.13 -0.63 4.06
O -2.52 -1.03 2.91
C -1.46 -0.12 2.60
C -1.80 1.15 3.33
C -2.51 0.65 4.56
H -0.52 -0.56 2.94
H -1.41 0.03 1.52
H -0.92 1.76 3.55
H -2.49 1.75 2.73
H -1.82 0.42 5.37
H -3.28 1.35 4.89
O -5.91 2.73 -2.00
C -5.84 3.89 -2.36
O -6.20 4.33 -3.61
C -5.89 5.71 -3.73
C -5.83 6.23 -2.31
C -5.32 5.03 -1.55
H -4.93 5.81 -4.25
H -6.67 6.22 -4.31
H -5.20 7.11 -2.20
H -6.83 6.49 -1.96
H -4.23 4.99 -1.54
H -5.72 5.01 -0.53
O 1.77 -0.26 2.32
C 2.28 -1.33 2.60
O 2.18 -2.47 1.85
C 2.81 -3.55 2.54
C 3.78 -2.90 3.50
C 3.08 -1.60 3.84
H 2.04 -4.13 3.06
H 3.31 -4.20 1.82
H 4.01 -3.52 4.36
H 4.72 -2.68 2.98
H 2.40 -1.73 4.69
H 3.80 -0.80 4.04
O 3.25 -0.98 7.84
C 3.32 0.18 7.47
O 2.96 0.61 6.23
C 3.27 2.00 6.11
C 3.34 2.52 7.52
C 3.84 1.32 8.29
H 4.23 2.10 5.59
H 2.50 2.51 5.52
H 3.97 3.40 7.63
H 2.33 2.77 7.87
H 4.94 1.28 8.30
H 3.44 1.29 9.30
O -7.91 1.53 -8.89
C -7.43 1.44 -7.77
O -6.65 2.39 -7.20
C -6.17 1.91 -5.94
C -7.15 0.84 -5.53
C -7.58 0.26 -6.86
H -5.16 1.52 -6.07
H -6.15 2.73 -5.22
H -6.72 0.10 -4.85
H -8.01 1.29 -5.03
H -6.91 -0.54 -7.19
H -8.61 -0.09 -6.83
O 5.96 -2.68 1.24
C 5.87 -3.43 0.29
O 5.21 -4.62 0.30
C 5.40 -5.28 -0.95
C 5.76 -4.19 -1.92
C 6.51 -3.20 -1.05
H 6.20 -6.02 -0.84
H 4.48 -5.79 -1.24
H 6.35 -4.55 -2.77
H 4.85 -3.72 -2.31
H 7.57 -3.44 -0.99
H 6.36 -2.18 -1.39
O 8.53 -4.83 -2.07
C 9.72 -4.59 -2.04
O 10.61 -5.21 -1.21
C 11.90 -4.61 -1.37
C 11.87 -3.97 -2.73
C 10.42 -3.56 -2.88
H 12.04 -3.88 -0.57
H 12.67 -5.38 -1.30
H 12.57 -3.13 -2.83
H 12.12 -4.71 -3.50
H 10.23 -2.57 -2.45
H 10.10 -3.61 -3.92
*
```

| no. | HOMO level (eV) | frontier orbital gap (hartree) | total energy (a.u.) |
| --- | --- | --- | --- |
| 1 | -9.5 | 0.3625 | -4479.9747 |
| 2 | -11.1 | 0.2884 | -3275.1846 |